A molecular structure, C48H49B2CrN12Te, computed with ωB97M-V/def2-TZVPD.

For the HOMO-LUMO gap (spin up / spin down), the calculation gives 5.3 / 4.9 eV. As for the net charge: 0. The value obtained for the HOMO energy (spin up / spin down) is -5.03 / -5.03 eV. The molecular weight is 995.2 g/mol. Its multiplicity is 4.

Each line ends with the Löwdin spin population.
Positions of all 113 atoms, in Å:
Cr -0.27556 1.30398 0.15755  2.892
C -0.85085 0.46177 4.27993  0.002
C -1.32996 0.56186 2.97796  0.009
N -0.38953 1.06461 2.18348  -0.018
N 0.70264 1.29106 2.94563  0.003
C 0.44705 0.93170 4.20819  0.010
B 1.95331 1.91742 2.31783  0.000
N 1.56055 3.18559 1.52193  0.002
C 2.00485 4.44365 1.62461  0.007
C 1.43876 5.19797 0.61579  0.002
C 0.62751 4.29994 -0.07455  0.006
N 0.70927 3.09268 0.47314  -0.014
N 2.46968 0.95465 1.19642  -0.007
C 3.70026 0.70953 0.90949  0.048
C 3.82827 0.11965 -0.45662  0.006
C 2.33243 0.20153 -0.89432  0.004
N 1.55384 0.53414 0.28357  -0.004
H -1.36590 0.07638 5.14155  0.000
H -2.29516 0.30119 2.57559  0.000
H 1.20684 1.03332 4.96547  0.001
H 2.79503 2.16200 3.13475  0.000
H 2.69828 4.71197 2.40452  0.000
H 1.57630 6.24645 0.42026  0.000
H -0.00435 4.45734 -0.93449  0.000
H 4.47030 0.95611 1.62586  0.003
H 4.36772 -0.82606 -0.50417  0.001
H 1.89106 -0.62565 -1.46049  0.000
C -2.66074 0.90096 -4.77907  0.001
C -1.45436 1.11052 -3.92543  0.006
C -0.14423 1.23130 -4.31429  0.002
C 0.59738 1.33607 -3.14091  0.004
N -0.23118 1.32060 -2.06853  -0.010
N -1.49256 1.17142 -2.58572  0.002
B -2.72971 0.93916 -1.70285  0.002
N -2.96117 2.18658 -0.81467  0.004
N -2.06553 2.52227 0.15108  -0.008
C -2.50448 3.67840 0.68692  0.004
C -3.67660 4.07137 0.04353  0.002
C -3.93405 3.09915 -0.90333  0.006
C -5.06181 3.00687 -1.87744  0.001
C -1.87537 4.47541 1.76930  0.000
C -1.85980 5.86214 1.60797  0.001
C -1.32148 6.68766 2.58139  0.000
C -0.78852 6.14054 3.74153  0.001
C -0.81521 4.76516 3.91945  0.000
C -1.35911 3.93914 2.94396  0.001
N -2.53621 -0.28699 -0.81479  0.002
N -1.46464 -0.40173 0.02324  -0.012
C -1.62519 -1.55717 0.68738  0.009
C -2.81704 -2.15701 0.29393  0.003
C -3.35272 -1.34034 -0.67459  0.010
C -4.57930 -1.54891 -1.49662  0.002
C -0.69953 -2.16800 1.66337  0.000
C 0.67596 -2.18735 1.47566  0.001
C 1.49867 -2.84263 2.38156  0.000
C 0.95534 -3.48601 3.48547  0.001
C -0.42115 -3.48172 3.67245  0.000
C -1.24163 -2.83285 2.76262  0.001
C 2.06874 1.30846 -3.07672  0.000
C 2.82021 0.90285 -4.09930  0.002
C 4.26210 0.63662 -3.93613  0.000
C 4.89185 0.72927 -2.76712  0.002
C 4.18449 1.19875 -1.53300  0.004
C 2.66834 1.45479 -1.73001  0.000
H -2.36622 0.95250 -5.82551  0.000
H -3.10352 -0.07894 -4.59944  0.000
H -3.42735 1.65407 -4.59865  0.000
H 0.23299 1.20734 -5.32176  0.000
H -3.68734 0.78190 -2.39530  0.000
H -4.28287 4.93225 0.27113  0.000
H -5.75007 3.83261 -1.70645  0.000
H -4.70628 3.06516 -2.90650  0.000
H -5.60939 2.07098 -1.77120  0.000
H -2.25078 6.29596 0.69525  0.000
H -1.31338 7.75968 2.43020  0.000
H -0.36729 6.78308 4.50411  0.000
H -0.42358 4.32514 4.82838  0.000
H -1.40789 2.87503 3.11483  0.000
H -3.18384 -3.12121 0.60167  0.000
H -5.02725 -2.50257 -1.22438  0.000
H -5.31858 -0.76241 -1.33917  0.000
H -4.33579 -1.57914 -2.55869  0.000
H 1.08031 -1.74663 0.57913  0.000
H 2.56582 -2.88540 2.19810  0.000
H 1.59693 -4.01450 4.17925  0.000
H -0.85826 -3.99521 4.51952  0.000
H -2.31492 -2.82991 2.91536  0.000
H 2.37149 0.66377 -5.05456  0.000
H 4.81118 0.31407 -4.81201  0.000
H 5.94968 0.50258 -2.69633  0.000
H 4.71988 2.05251 -1.10637  0.000
H 2.32623 2.36994 -1.24573  0.000
C 2.37772 -8.01742 0.89109  0.000
C 1.87773 -6.78858 0.17568  0.000
C 2.68858 -5.68142 -0.01379  0.000
C 2.24374 -4.54502 -0.69099  0.000
C 3.18595 -3.38174 -0.83098  0.000
C 0.93854 -4.49613 -1.21319  0.000
Te 0.21009 -2.76742 -2.20515  0.001
C 0.10746 -5.61806 -1.01789  0.000
C -1.30695 -5.63843 -1.53031  0.000
C 0.58714 -6.73128 -0.33466  0.000
H 3.30082 -7.80712 1.43314  0.000
H 2.58509 -8.83123 0.19156  0.000
H 1.64298 -8.38753 1.60907  0.000
H 3.70179 -5.69422 0.38075  0.000
H 4.15227 -3.60765 -0.37102  0.000
H 2.76440 -2.49307 -0.35651  0.000
H 3.33455 -3.11530 -1.88083  0.000
H -1.87687 -4.79484 -1.13317  0.000
H -1.80336 -6.57188 -1.25721  0.000
H -1.32915 -5.52173 -2.61593  0.000
H -0.07481 -7.58204 -0.19369  0.000

---

A molecular structure, C48H49F2MoN5O10PSSi, computed with ωB97M-V/def2-TZVPD.

For the energy above the lowest of the compared OMol25 structures with the same formula, charge and spin, the calculation gives 285.2 kJ/mol. For the HOMO-LUMO gap (spin up / spin down), the calculation gives 6.6 / 6.6 eV. As for the net charge: -1. The value obtained for the HOMO energy (spin up / spin down) is -5.05 / -5.07 eV. The molecular weight is 1081.0 g/mol. Its multiplicity is 3.

Each line ends with the Löwdin spin population.
Positions of all 118 atoms, in Å:
Mo 0.83157 0.99393 -0.23324  1.709
F -0.61871 -0.73497 5.86906  0.000
C 0.14858 -0.91725 4.77937  0.000
C -0.13414 -0.21540 3.64005  0.001
C 0.67446 -0.42940 2.52092  0.008
C 1.79323 -1.28752 2.55775  0.003
C 1.99070 -1.96587 3.76039  0.001
F 3.04507 -2.80086 3.90050  0.000
C 1.19469 -1.81694 4.87237  0.001
C 2.75812 -1.31787 1.43773  0.002
C 3.61857 -2.40362 1.24975  0.000
C 4.64072 -2.32530 0.32777  0.000
C 4.80149 -1.16176 -0.40015  0.001
C 3.86791 -0.16291 -0.22209  0.006
N 2.85055 -0.23722 0.63789  0.014
H -0.92779 0.51524 3.57188  0.000
H 1.40343 -2.35988 5.78245  0.000
H 3.46948 -3.30765 1.81646  0.000
H 5.30871 -3.16570 0.18538  0.000
H 5.60269 -1.04259 -1.11657  0.000
H 3.93067 0.76392 -0.78249  0.002
O 1.01972 2.79786 0.69166  0.003
S -0.50399 3.07441 0.83532  0.014
O -0.90655 4.38556 0.44323  0.004
O -0.92219 2.01035 -0.23345  0.052
O -0.92794 2.66609 2.15392  0.002
O 0.34452 0.16684 1.40419  0.041
P -3.06320 -0.00391 1.49951  0.000
N -4.08798 -0.08015 0.15835  0.000
C -3.68381 0.41451 -1.16329  0.000
C -4.91075 0.16247 -2.04992  0.000
C -6.07603 0.12273 -1.05752  0.000
C -5.45239 -0.58820 0.13980  0.000
N -4.19434 0.70621 2.61096  0.000
C -4.66460 2.05016 2.26121  0.000
C -4.05790 3.03091 3.29317  0.000
C -3.38726 2.13477 4.35178  0.000
C -3.91729 0.72917 4.04256  0.000
N -3.08844 -1.56110 2.19402  0.000
C -2.12565 -2.54472 1.74014  0.000
C -2.10310 -3.60624 2.86692  0.000
C -3.31601 -3.24265 3.75323  0.000
C -4.13744 -2.31214 2.85539  0.000
H -2.80445 -0.11130 -1.53824  0.000
H -3.42911 1.47753 -1.12675  0.000
H -4.82134 -0.80127 -2.55722  0.000
H -5.02579 0.93468 -2.81189  0.000
H -6.95459 -0.39528 -1.44671  0.000
H -6.36675 1.13797 -0.77393  0.000
H -5.47357 -1.67680 -0.01937  0.000
H -5.95223 -0.37732 1.08706  0.000
H -5.76126 2.07229 2.30874  0.000
H -4.37686 2.30506 1.23968  0.000
H -4.83343 3.66670 3.72395  0.000
H -3.31336 3.66864 2.81970  0.000
H -3.61463 2.43578 5.37582  0.000
H -2.30641 2.17293 4.21151  0.000
H -4.86047 0.56458 4.58575  0.000
H -3.23017 -0.07047 4.32696  0.000
H -1.15877 -2.07705 1.55703  0.000
H -2.44714 -3.01238 0.79565  0.000
H -1.17061 -3.56986 3.43256  0.000
H -2.20485 -4.60915 2.44822  0.000
H -2.98367 -2.67893 4.62749  0.000
H -3.87297 -4.11630 4.09684  0.000
H -4.83003 -1.66337 3.38719  0.000
H -4.71520 -2.91337 2.13239  0.000
O 0.88821 -0.61641 -1.35125  0.063
Si 1.00068 -1.80321 -2.43685  0.010
C 2.31504 -1.68910 -3.79164  0.000
C 3.57076 -1.10101 -3.63056  0.000
C 4.51646 -1.09994 -4.64770  0.000
C 4.22583 -1.69827 -5.86736  0.000
C 2.98315 -2.28565 -6.05707  0.000
C 2.04301 -2.27666 -5.03280  0.000
C -0.62553 -1.91861 -3.36562  0.003
C -1.28433 -0.72749 -3.68551  0.000
C -2.43377 -0.72919 -4.46527  0.000
C -2.94419 -1.92890 -4.94330  0.000
C -2.30694 -3.12420 -4.63283  0.000
C -1.15959 -3.11505 -3.84908  0.001
C 1.30726 -3.38243 -1.46531  0.000
C 0.73463 -3.49579 -0.19451  0.000
C 0.90886 -4.63599 0.57750  0.000
C 1.67208 -5.69087 0.08904  0.000
C 2.24764 -5.60058 -1.17238  0.000
C 2.06389 -4.45521 -1.94097  0.000
H 3.80840 -0.60924 -2.70184  0.000
H 5.47842 -0.62570 -4.48983  0.000
H 4.95697 -1.69446 -6.66706  0.000
H 2.73596 -2.73910 -7.00971  0.000
H 1.07295 -2.72630 -5.21499  0.000
H -0.88853 0.21624 -3.32137  0.000
H -2.92970 0.20576 -4.69893  0.000
H -3.83930 -1.93335 -5.55374  0.000
H -2.70121 -4.06182 -5.00669  0.000
H -0.67634 -4.05696 -3.60258  0.000
H 0.14866 -2.67088 0.19516  0.000
H 0.45213 -4.70022 1.55949  0.000
H 1.81627 -6.58178 0.68960  0.000
H 2.83853 -6.42339 -1.55850  0.000
H 2.52712 -4.39270 -2.92164  0.000
O 0.66158 4.07161 -2.21771  0.016
C 0.97037 2.99281 -2.64231  0.007
O 1.33026 1.93694 -1.94891  0.036
C 0.96767 2.73165 -4.13368  0.000
C 0.07919 3.43575 -4.93672  0.000
C 0.06194 3.22837 -6.30518  0.000
C 0.96461 2.32954 -6.84754  0.000
C 1.86166 1.61977 -6.07214  0.000
C 1.84686 1.82371 -4.70196  0.001
N 0.98294 2.13627 -8.30596  0.000
O 1.78767 1.35932 -8.76764  0.000
O 0.19457 2.76577 -8.97461  0.000
H -0.59519 4.14119 -4.46948  0.000
H -0.63079 3.74519 -6.95137  0.000
H 2.54457 0.92136 -6.53178  0.000
H 2.52484 1.27905 -4.06521  0.000